DFT (ωB97M-V/def2-TZVPD) results for a structure of composition C30H47NO4SSi5TcTe.

Output
energy above the lowest of the compared OMol25 structures with the same formula, charge and spin	19.1	kcal/mol
frontier orbital gap (spin up / spin down)	0.239 / 0.251	Ha
2S+1	4
highest occupied orbital energy (spin up / spin down)	-7.61 / -7.84	eV
LUMO (spin up / spin down)	-0.0402 / -0.0372	Eh
E	-101271.0884	eV

CARTESIAN COORDINATES (ANGSTROEM)
Tc (0.86405, 0.31638, -0.84041)
C (0.26087, 7.20333, -3.82127)
C (-0.17069, 5.84844, -3.33373)
C (0.08420, 5.44126, -2.02978)
C (-0.27080, 4.17263, -1.59303)
C (-0.90075, 3.31350, -2.47664)
C (-1.18167, 3.69854, -3.78340)
C (-0.81412, 4.96292, -4.20039)
S (-1.23619, 1.64828, -2.03051)
O (-0.08081, 0.88166, -2.64971)
O (-2.52594, 1.25541, -2.50069)
N (-0.90937, 1.48201, -0.50827)
C (-1.75878, 0.89527, 0.52353)
C (-0.87900, 0.02169, 1.43359)
O (-1.30642, -0.42059, 2.46362)
O (0.36831, -0.21213, 1.00275)
H (0.61132, 7.82778, -3.00100)
H (-0.55825, 7.72087, -4.32168)
H (1.07589, 7.10489, -4.54146)
H (0.58056, 6.11902, -1.34615)
H (-0.04913, 3.84262, -0.58798)
H (-1.67448, 3.01300, -4.46074)
H (-1.02262, 5.27028, -5.21819)
H (-2.55335, 0.26659, 0.11513)
H (-2.22087, 1.65038, 1.15945)
C (-0.68195, -4.97806, -0.88855)
C (0.11128, -4.67578, -1.98593)
C (1.07268, -3.67930, -1.88969)
C (1.26131, -2.96698, -0.69996)
C (0.45015, -3.28820, 0.39721)
C (-0.50906, -4.28556, 0.30287)
Si (2.51586, -1.56783, -0.64587)
C (3.68879, -1.61674, 0.81096)
C (4.82328, -2.42947, 0.72297)
C (5.74133, -2.49034, 1.76239)
C (5.53104, -1.74514, 2.91402)
C (4.40355, -0.94341, 3.02343)
C (3.49187, -0.87694, 1.97890)
H (-1.43457, -5.75301, -0.96090)
H (-0.01823, -5.21519, -2.91583)
H (1.68747, -3.45186, -2.75452)
H (0.56487, -2.75168, 1.33044)
H (-1.12683, -4.51864, 1.16080)
H (3.28016, -1.72385, -1.91438)
H (4.99866, -3.02284, -0.16962)
H (6.61863, -3.11901, 1.67394)
H (6.24412, -1.79224, 3.72765)
H (4.23342, -0.36578, 3.92327)
H (2.61825, -0.24465, 2.07115)
C (4.72744, 1.71825, -6.27920)
Si (3.56196, 1.15580, -4.91426)
C (3.33456, -0.70443, -4.99691)
C (1.91421, 2.01272, -5.13817)
Si (4.58476, 1.69657, -2.86529)
Te (3.01026, 1.75727, -0.88111)
Si (6.52508, 0.46392, -2.39059)
C (7.16169, 1.00302, -0.71281)
C (6.31556, -1.40353, -2.44943)
C (7.76765, 0.89135, -3.74237)
Si (5.04161, 4.02331, -2.82548)
C (3.57567, 4.94629, -3.55273)
C (5.34017, 4.62772, -1.07267)
C (6.56513, 4.46647, -3.83404)
H (4.28956, 1.47723, -7.25221)
H (5.70494, 1.23717, -6.22314)
H (4.87958, 2.80013, -6.24659)
H (2.90077, -1.00698, -5.95367)
H (2.66664, -1.04545, -4.20228)
H (4.28770, -1.22528, -4.87658)
H (1.49922, 1.75564, -6.11764)
H (2.01227, 3.09793, -5.08684)
H (1.20268, 1.70227, -4.37387)
H (6.39794, 0.88424, 0.06042)
H (7.46899, 2.05182, -0.73044)
H (8.02828, 0.40220, -0.42370)
H (5.31103, -1.74217, -2.19440)
H (7.01602, -1.87104, -1.75234)
H (6.55078, -1.76630, -3.45260)
H (7.84398, 1.95652, -3.95793)
H (7.50146, 0.37759, -4.66885)
H (8.76076, 0.53695, -3.44938)
H (2.63603, 4.66803, -3.06883)
H (3.48243, 4.74651, -4.62304)
H (3.72109, 6.02397, -3.42896)
H (4.49651, 4.43348, -0.40784)
H (5.50771, 5.70873, -1.08977)
H (6.22664, 4.16106, -0.63696)
H (6.51064, 4.08958, -4.85796)
H (7.47894, 4.08357, -3.37542)
H (6.65575, 5.55566, -3.88317)